Computed, not measured: C37H46BBrF4N10OPS2Tl as an isolated structure, with ωB97M-V/def2-TZVPD.

Each line ends with the Löwdin charge.
Geometry (Å):
Tl: 0.6710 1.1682 -0.3673  0.607
C: 3.0928 4.0855 -3.6711  -0.004
N: 2.1618 3.1228 -4.2483  -0.110
C: 2.2620 2.5932 -5.5119  -0.020
C: 1.2109 1.7530 -5.6655  -0.028
N: 0.4679 1.7803 -4.5108  -0.002
B: -0.7166 0.7769 -4.2218  -0.410
N: -1.7803 1.5715 -3.3912  -0.025
C: -2.5005 2.6321 -3.8755  -0.030
C: -3.3680 3.0254 -2.9130  -0.009
N: -3.1666 2.1985 -1.8359  -0.094
C: -3.9443 2.2413 -0.6047  0.000
C: -2.1866 1.3193 -2.1422  -0.683
S: -1.5344 0.1168 -1.0959  0.668
C: 1.0614 2.6124 -3.6499  -0.654
S: 0.5450 3.1179 -2.0685  0.755
H: 4.0709 3.9264 -4.1170  0.101
H: 3.1416 3.9308 -2.5966  0.067
H: 2.7630 5.1036 -3.8700  0.107
H: 3.0471 2.8756 -6.1904  0.136
H: 0.9216 1.1429 -6.5021  0.135
H: -1.2037 0.4461 -5.2686  0.090
H: -0.2774 -0.1435 -3.5861  0.058
H: -2.3489 3.0177 -4.8678  0.141
H: -4.1182 3.7960 -2.9110  0.138
H: -3.8071 3.2040 -0.1130  0.102
H: -3.6193 1.4324 0.0436  0.049
H: -4.9980 2.1035 -0.8360  0.107
F: -1.8420 -6.9718 -1.8694  0.167
C: -1.8280 -5.8897 -1.1129  -0.125
C: -2.7817 -5.7156 -0.1272  -0.124
F: -3.7080 -6.6391 0.0678  0.162
C: -2.7518 -4.5702 0.6514  -0.214
F: -3.6864 -4.4538 1.5931  0.124
C: -1.7949 -3.5780 0.4889  -0.312
P: -1.7419 -2.1290 1.6140  1.070
C: -3.4499 -1.4981 1.6063  -0.397
C: -3.8545 -0.6532 2.6417  -0.124
C: -5.1261 -0.0942 2.6438  -0.072
C: -6.0022 -0.3601 1.6009  -0.074
C: -5.5920 -1.1645 0.5460  -0.065
C: -4.3222 -1.7233 0.5439  -0.103
C: -1.5190 -2.9809 3.2184  -0.370
C: -0.2299 -3.4702 3.4407  -0.116
C: 0.0691 -4.1776 4.5940  -0.073
C: -0.9186 -4.3932 5.5464  -0.064
C: -2.1984 -3.9022 5.3373  -0.057
C: -2.5010 -3.1995 4.1780  -0.082
C: -0.8360 -3.7892 -0.5063  -0.542
Br: 0.5979 -2.5931 -0.8431  0.872
C: -0.8547 -4.9204 -1.3006  -0.261
F: 0.0494 -5.1144 -2.2569  0.088
H: -3.1866 -0.4455 3.4704  0.100
H: -5.4380 0.5303 3.4708  0.111
H: -7.0030 0.0506 1.6140  0.112
H: -6.2691 -1.3723 -0.2721  0.114
H: -4.0166 -2.3444 -0.2894  0.108
H: 0.5449 -3.3151 2.6933  0.094
H: 1.0676 -4.5647 4.7487  0.108
H: -0.6922 -4.9493 6.4461  0.113
H: -2.9728 -4.0791 6.0717  0.114
H: -3.5125 -2.8499 4.0189  0.103
N: -0.9145 2.0019 1.4703  -0.028
C: -0.5096 2.2396 2.8705  -0.221
C: 0.0192 0.9635 3.5057  -0.166
C: 1.3295 0.4561 2.9276  -0.202
N: 1.1896 -0.0821 1.5540  -0.028
H: -1.3711 2.8320 1.1013  0.084
H: -1.6060 1.2546 1.4210  0.034
H: -1.3493 2.6181 3.4590  0.125
H: 0.2636 3.0106 2.8761  0.105
H: -0.7326 0.1702 3.4410  0.093
H: 0.1740 1.1531 4.5691  0.131
H: 1.7233 -0.3342 3.5706  0.127
H: 2.0608 1.2641 2.9091  0.101
H: 0.4620 -0.8060 1.5256  -0.018
H: 2.0586 -0.5058 1.2425  0.056
C: 4.6962 -1.7879 -0.3106  0.000
N: 4.2123 -1.4171 -1.6389  -0.114
C: 4.7920 -2.0830 -2.8080  -0.002
C: 3.2137 -0.5571 -1.7384  -0.485
C: 2.6524 -0.2418 -3.0940  0.024
O: 2.7361 -0.0319 -0.6916  -0.156
H: 5.3480 -2.6503 -0.4059  0.099
H: 3.8601 -2.0494 0.3363  0.083
H: 5.2523 -0.9676 0.1433  0.100
H: 5.7898 -2.4251 -2.5499  0.100
H: 4.8782 -1.3938 -3.6428  0.092
H: 4.1911 -2.9420 -3.1084  0.110
H: 3.3967 0.2612 -3.7135  0.105
H: 1.7885 0.4041 -2.9841  0.030
H: 2.3436 -1.1500 -3.6127  0.113
N: 5.3425 3.3521 2.2022  0.162
C: 4.0969 3.6088 1.7468  -0.351
C: 3.3176 2.6174 1.1135  -0.073
N: 2.1090 2.8992 0.6616  -0.033
C: 1.6356 4.1413 0.8155  -0.180
C: 2.4069 5.0957 1.4508  -0.082
N: 3.6228 4.8413 1.9161  0.151
H: 5.7527 2.4387 2.1550  0.107
H: 5.8519 4.0939 2.6514  0.119
H: 3.6847 1.6091 0.9648  0.108
H: 0.6541 4.3668 0.4243  0.082
H: 2.0312 6.1015 1.5937  0.124

The total energy comes out at -173296.310 eV. As for the LUMO energy: -5.7180 eV. The calculation puts the HOMO energy at -12.62 eV. The total charge is +2. The value obtained for the HOMO-LUMO gap is 0.254 Ha. The value obtained for the relative energy (zero: lowest compared OMol25 entry of this formula, charge and spin) is 0.371 eV.